{
  "formula": "C28H36HfP2Si",
  "method": "ωB97M-V with the def2-TZVPD basis set",
  "lumo_energy_ha": -0.2845,
  "charge": 2,
  "relative_energy_kj_mol": 0.5,
  "e_homo_ev": -12.7,
  "orbital_gap_ha": 0.1830,
  "elements": ["C", "C", "C", "H", "C", "C", "H", "H", "H", "H", "Hf", "C", "H", "H", "H", "Si", "C", "C", "H", "C", "H", "C", "H", "C", "H", "C", "H", "C", "C", "H", "C", "H", "C", "H", "C", "H", "C", "H", "H", "H", "C", "P", "C", "C", "C", "C", "C", "C", "C", "P", "C", "C", "H", "H", "H", "H", "H", "H", "H", "H", "H", "H", "H", "H", "H", "H", "H", "H"],
  "coordinates": [[-3.5570, -0.8481, 1.0384], [-2.4772, -1.7676, 1.2725], [-1.5824, -1.1734, 2.2271], [-2.4418, -2.7920, 0.9069], [-2.0844, 0.1299, 2.5683], [-3.3096, 0.3376, 1.8245], [-4.0299, 1.1387, 1.9831], [-4.4829, -1.0530, 0.5034], [-0.7193, -1.6604, 2.6820], [-1.7153, 0.7832, 3.3619], [-1.4982, 0.2257, 0.2663], [0.7022, 0.0416, 0.4838], [1.0824, 0.4615, 1.4221], [1.1944, 0.5907, -0.3392], [1.0332, -1.0046, 0.4558], [4.0055, -0.9286, -0.3043], [4.1099, -2.6846, -0.8552], [3.3906, -3.6446, -0.1267], [2.8145, -3.3460, 0.7533], [3.4062, -4.9865, -0.5216], [2.8294, -5.7194, 0.0432], [4.1559, -5.3779, -1.6349], [4.1622, -6.4223, -1.9445], [4.8933, -4.4287, -2.3532], [5.4771, -4.7396, -3.2220], [4.8782, -3.0865, -1.9637], [5.4609, -2.3425, -2.5099], [4.5116, -0.7990, 1.4737], [5.4073, -1.7053, 2.0714], [5.8946, -2.4739, 1.4670], [5.6631, -1.6409, 3.4455], [6.3335, -2.3661, 3.9070], [5.0513, -0.6570, 4.2271], [5.2253, -0.6234, 5.3014], [4.2134, 0.2895, 3.6288], [3.7418, 1.0682, 4.2304], [3.9672, 0.2381, 2.2541], [3.3296, 0.9865, 1.7763], [2.6770, -0.3910, -0.6093], [4.8999, -0.0754, -1.1117], [-1.3570, 4.1892, -0.7879], [-2.0600, 2.7677, 0.1102], [-2.5102, 3.5631, 1.6901], [-3.6311, 2.5251, -0.8601], [-4.7757, 3.2131, -0.4677], [-6.0450, 2.6984, -0.7528], [-6.1496, 1.4943, -1.4557], [-5.0098, 0.8776, -1.9638], [-3.7288, 1.4331, -1.7656], [-2.1998, 0.4664, -2.2649], [-2.7346, -0.1224, -3.8900], [-0.8743, 1.6020, -2.8367], [-0.3364, 4.3938, -0.4334], [-1.9823, 5.0715, -0.5894], [-1.2979, 3.9916, -1.8627], [-2.7784, 4.6143, 1.5288], [-3.3451, 3.0646, 2.1913], [-1.6310, 3.5191, 2.3480], [-4.6894, 4.1385, 0.1060], [-6.9352, 3.2109, -0.3831], [-7.1324, 1.0459, -1.6079], [-5.1241, -0.0709, -2.4948], [-2.9321, 0.7623, -4.5151], [-1.9463, -0.7121, -4.3883], [-3.6362, -0.7183, -3.7904], [-1.2861, 2.4816, -3.3468], [-0.2839, 1.0370, -3.5734], [-0.2009, 1.9094, -2.0229]],
  "forces_ev_per_angstrom": [[0.44, 0.04, 1.08], [-0.69, 0.72, 0.77], [-0.61, 0.24, 0.35], [0.22, 0.34, -0.12], [-1.13, -0.99, 0.04], [0.08, -1.19, 0.68], [0.34, -0.21, -0.27], [0.45, 0.13, -0.15], [-0.20, 0.27, -0.32], [0.12, -0.15, -0.50], [2.17, -0.59, -1.22], [-1.35, 0.20, 0.30], [0.06, -0.06, -0.02], [-0.31, -0.16, 0.17], [0.00, 0.18, -0.06], [1.21, 0.17, -0.55], [0.07, -0.42, -0.17], [0.11, -0.39, -0.48], [0.16, -0.11, -0.17], [0.01, 0.21, 0.02], [0.20, 0.11, -0.16], [-0.02, 0.32, 0.03], [0.03, 0.26, 0.08], [-0.07, -0.02, 0.09], [-0.15, 0.09, 0.30], [-0.32, -0.24, 0.26], [-0.15, -0.25, 0.08], [-0.16, 0.35, 0.53], [-0.31, 0.14, 0.21], [-0.23, 0.15, 0.19], [-0.06, 0.17, -0.18], [-0.15, 0.22, -0.12], [-0.13, 0.01, -0.26], [-0.01, -0.01, -0.25], [0.03, 0.06, -0.15], [0.22, -0.18, -0.10], [0.14, -0.58, 0.35], [0.12, -0.15, 0.22], [0.20, -0.05, 0.08], [0.12, -0.02, -0.18], [1.14, 0.05, -0.04], [-1.53, 2.15, -0.81], [-0.05, -0.02, 0.28], [0.42, -0.53, 0.17], [-0.50, -0.07, 0.22], [0.31, 0.07, -0.17], [-0.04, 0.23, 0.13], [0.27, -0.02, -0.41], [0.20, -0.27, 1.39], [-0.99, 0.81, -1.19], [0.23, -0.63, -0.44], [0.20, 0.23, 0.17], [-0.25, 0.09, -0.07], [0.10, -0.37, -0.11], [-0.14, 0.14, 0.35], [0.12, -0.26, 0.01], [0.23, 0.10, -0.12], [-0.20, 0.10, -0.13], [-0.06, -0.37, 0.01], [0.27, -0.15, -0.21], [0.33, 0.07, 0.00], [0.00, 0.43, 0.02], [-0.03, -0.22, 0.34], [-0.34, 0.12, 0.36], [0.03, -0.12, -0.22], [0.05, -0.22, 0.15], [-0.10, 0.06, 0.30], [-0.11, 0.01, -0.36]]
}



{
  "formula": "C28H36IN7O3V",
  "method": "ωB97M-V with the def2-TZVPD basis set",
  "lumo_energy_ha": [-0.0320, -0.0321],
  "spin_multiplicity": 4,
  "s_squared": 3.81,
  "e_homo_ev": [-3.9, -6.7],
  "orbital_gap_ha": [0.1120, 0.2150],
  "elements": ["V", "O", "C", "O", "C", "C", "C", "N", "C", "C", "C", "C", "C", "C", "C", "N", "C", "C", "C", "C", "C", "N", "H", "H", "H", "H", "H", "H", "H", "H", "H", "H", "C", "C", "N", "C", "C", "N", "C", "C", "H", "H", "H", "H", "H", "H", "H", "H", "H", "H", "H", "H", "H", "N", "C", "O", "C", "I", "H", "H", "H", "H", "C", "C", "C", "C", "N", "H", "H", "H", "H", "H", "H", "H", "H", "H"],
  "coordinates": [[2.9215, -14.8891, 1.3626], [2.7684, -20.3204, -3.0241], [1.8903, -19.4229, -2.7238], [0.7411, -19.3683, -3.2654], [2.1083, -18.4545, -1.5927], [1.0869, -17.5367, -1.3484], [1.3390, -16.5612, -0.4095], [2.5910, -16.3999, 0.1734], [3.5640, -17.3425, -0.0459], [3.2989, -18.3688, -0.9574], [4.7210, -17.1103, 0.8769], [5.9617, -17.8172, 0.8818], [6.9359, -17.5045, 1.7731], [6.6587, -16.5112, 2.7470], [5.3814, -16.0077, 2.7906], [4.5877, -16.0787, 1.7361], [0.4259, -15.6266, 0.2412], [-0.8824, -15.3111, -0.1086], [-1.5168, -14.2484, 0.5276], [-0.8851, -13.6215, 1.6427], [0.3490, -14.0794, 2.0404], [0.9922, -15.0193, 1.3406], [0.1142, -17.5493, -1.8783], [4.0732, -19.1538, -1.0865], [6.0357, -18.5741, 0.0902], [7.8989, -17.9307, 1.6859], [7.4203, -16.2092, 3.4663], [5.0522, -15.3907, 3.6110], [-1.3493, -15.9133, -0.8680], [-2.4119, -13.8409, 0.1101], [-1.3065, -12.7804, 2.1772], [0.8525, -13.7031, 2.8903], [4.7379, -14.8361, -5.4407], [4.3416, -15.4775, -4.1002], [3.5674, -16.7570, -4.3537], [2.4124, -16.4321, -5.2507], [2.7715, -15.8275, -6.6252], [4.2836, -15.6877, -6.6592], [4.9176, -17.0923, -6.4529], [4.4169, -17.7191, -5.1526], [5.8466, -14.6853, -5.4419], [4.2655, -13.8629, -5.5811], [3.6670, -14.9021, -3.4581], [5.2102, -15.7346, -3.4931], [1.7605, -15.7575, -4.6757], [1.8873, -17.3729, -5.4144], [2.3651, -14.8274, -6.8163], [2.4273, -16.4598, -7.4333], [4.5336, -15.2079, -7.5210], [6.0508, -16.8970, -6.3831], [4.7178, -17.6932, -7.3589], [5.2314, -18.1287, -4.5413], [3.7476, -18.5600, -5.2619], [8.4924, -14.7461, 0.2992], [7.9817, -14.9864, -0.9695], [6.9041, -15.5360, -1.0775], [8.8957, -14.6113, -2.1497], [9.3749, -16.4518, -3.2621], [7.8697, -15.0383, 1.0679], [9.4199, -14.3004, 0.4870], [9.8567, -14.1018, -1.8600], [8.3279, -13.9803, -2.8534], [2.6250, -12.4720, -1.6151], [3.6587, -12.4846, -0.4386], [5.1003, -12.8058, -0.7677], [3.5222, -11.1001, 0.3034], [3.2956, -13.5201, 0.5574], [2.9426, -11.7099, -2.4204], [1.6461, -12.1778, -1.2194], [2.4734, -13.4347, -2.0905], [5.5159, -12.1056, -1.5506], [5.1911, -13.8314, -1.0873], [5.7056, -12.6183, 0.1469], [3.6092, -10.2321, -0.4176], [4.3574, -10.9736, 1.0378], [2.5366, -11.0382, 0.7758]],
  "forces_ev_per_angstrom": [[0.55, -0.57, 0.04], [-0.65, 2.37, 0.90], [-0.82, -3.47, -1.75], [1.19, 0.69, 0.35], [-0.60, 0.33, -1.41], [-0.69, 0.62, 0.02], [0.24, 1.10, 1.38], [0.03, -1.43, -0.82], [0.42, 1.28, 1.44], [2.54, -0.94, 0.98], [0.17, -1.17, -1.95], [-1.54, -0.48, -1.20], [-0.42, 0.81, -0.37], [0.04, -0.49, 0.80], [2.08, 1.01, 0.11], [-2.65, -0.11, 0.45], [-0.20, -0.55, -0.47], [0.18, 0.46, 0.42], [0.49, -0.40, -0.25], [0.79, 0.01, 0.34], [-2.21, 0.39, -1.22], [0.59, -0.26, 0.65], [0.91, -0.42, 0.43], [-0.75, 0.56, -0.27], [0.41, 0.19, 0.54], [0.84, -0.48, 0.05], [-0.41, -0.33, 0.13], [0.06, 0.43, 0.07], [-0.22, 0.21, -0.39], [-0.63, -0.04, 0.08], [-0.27, -0.12, -0.08], [0.42, 0.53, 0.83], [0.44, 0.79, -0.21], [-1.23, -1.97, 0.03], [1.16, 0.82, -1.93], [-0.20, -0.20, 1.33], [0.50, 0.56, 0.44], [-0.05, -0.94, 1.99], [1.91, 0.77, -0.97], [-1.04, 0.40, 1.56], [-0.91, -0.32, -0.60], [0.02, -0.01, -0.03], [0.28, 0.44, -0.44], [0.06, 0.03, -0.11], [0.09, -0.22, -0.31], [-0.18, 0.07, 0.21], [0.05, -0.14, 0.29], [0.35, -0.23, -0.25], [0.44, -0.37, 0.08], [-1.71, -0.26, -0.29], [0.01, 0.34, 0.46], [-0.04, 0.51, -0.12], [-0.10, -0.39, -0.57], [0.54, 0.45, -0.46], [0.72, -0.40, 1.44], [0.29, 0.45, -0.78], [0.17, 0.09, -0.01], [-0.18, 0.88, 0.48], [0.66, 0.31, -0.51], [-1.61, -0.75, -0.33], [-1.04, -0.70, -0.30], [0.34, -0.33, 0.32], [0.91, 1.09, -0.37], [-1.16, 0.12, 1.32], [0.74, 1.65, -0.62], [0.88, 0.29, -0.87], [0.15, 1.36, -0.97], [-0.44, -1.05, 1.19], [0.20, 0.06, -0.06], [0.24, -0.33, 0.01], [-0.38, -0.65, 0.50], [0.18, -0.30, -0.08], [-0.32, -0.43, -0.55], [-0.08, -0.92, 0.57], [-0.87, -0.20, -0.36], [0.30, -0.04, 0.08]]
}



{
  "formula": "C28H36MnN4O2P2",
  "method": "ωB97M-V with the def2-TZVPD basis set",
  "lumo_energy_ha": [0.0102, -0.0168],
  "spin_multiplicity": 6,
  "s_squared": 8.79,
  "relative_energy_kj_mol": 0.0,
  "e_homo_ev": [-7.0, -8.5],
  "orbital_gap_ha": [0.2658, 0.2948],
  "elements": ["Mn", "C", "C", "C", "C", "C", "C", "C", "C", "C", "H", "H", "H", "H", "H", "H", "H", "H", "H", "H", "H", "H", "H", "H", "H", "P", "P", "N", "N", "N", "N", "C", "C", "C", "C", "C", "C", "C", "C", "C", "C", "C", "C", "C", "C", "C", "C", "C", "C", "H", "H", "H", "H", "H", "H", "H", "H", "H", "H", "H", "H", "H", "H", "H", "H", "H", "H", "H", "H", "O", "C", "O", "H"],
  "coordinates": [[0.1619, -0.2117, 4.9349], [-1.3259, 1.7484, 4.5909], [-1.4755, 0.6422, 3.7581], [-0.9315, 0.5961, 2.3452], [0.3972, -0.1451, 2.1057], [1.4053, 0.0622, 3.2183], [1.5707, 1.2964, 3.8723], [0.8620, 2.5560, 3.5100], [-0.3921, 2.8677, 4.3885], [0.9525, -1.9029, 5.5797], [-2.0911, 1.9273, 5.3520], [-2.3153, -0.0396, 3.9568], [-0.8257, 1.6224, 1.9681], [-1.6970, 0.0994, 1.7314], [0.2093, -1.2246, 1.9487], [0.8242, 0.1964, 1.1423], [2.1860, -0.7036, 3.3199], [2.4189, 1.4232, 4.5540], [0.6289, 2.6072, 2.4341], [1.5647, 3.3888, 3.6742], [-0.0292, 3.2100, 5.3763], [-0.9184, 3.7401, 3.9592], [0.5195, -2.0615, 6.5803], [2.0375, -1.7213, 5.6265], [0.7074, -2.7202, 4.8893], [1.4205, -1.0803, -2.1314], [-1.9007, -0.7737, -1.8537], [2.8634, -0.0814, -2.3004], [2.0527, -2.3819, -3.1958], [-2.1064, 0.9788, -1.8089], [-3.5685, -1.0628, -2.3894], [0.4081, -0.2300, -3.4322], [-1.0283, -0.7853, -3.5020], [3.5455, 0.4273, -1.1819], [4.5963, 1.2216, -1.6232], [4.5776, 1.2003, -3.0593], [3.4908, 0.4167, -3.4431], [2.1924, -3.7020, -2.7486], [2.7152, -4.4724, -3.7813], [2.9154, -3.6042, -4.9039], [2.4715, -2.3427, -4.5266], [-1.8214, 1.6344, -0.6090], [-1.9081, 3.0017, -0.8030], [-2.2335, 3.2083, -2.1764], [-2.3056, 1.9593, -2.7813], [-4.3710, -0.3623, -3.2971], [-5.4622, -1.1511, -3.6508], [-5.3337, -2.3909, -2.9315], [-4.1748, -2.3144, -2.1784], [0.8718, -0.3215, -4.4256], [0.3997, 0.8384, -3.1624], [-1.6185, -0.2304, -4.2511], [-1.0131, -1.8519, -3.7884], [3.2048, 0.1651, -0.1915], [5.2945, 1.7558, -1.0056], [5.2650, 1.6865, -3.7308], [3.1166, 0.2021, -4.4281], [1.8900, -3.9591, -1.7457], [2.9261, -5.5304, -3.7493], [3.3375, -3.8583, -5.8668], [2.3925, -1.4423, -5.1140], [-1.5605, 1.0449, 0.2428], [-1.7527, 3.7475, -0.0365], [-2.4016, 4.1569, -2.6654], [-2.4707, 1.6932, -3.8154], [-4.1268, 0.6373, -3.5988], [-6.2422, -0.8723, -4.3414], [-6.0187, -3.2254, -2.9781], [-3.7142, -3.0083, -1.4932], [-0.6251, 0.2320, 6.7514], [0.2083, 0.9648, 7.4223], [1.2665, 1.4821, 6.9888], [-0.1086, 1.1273, 8.4752]],
  "forces_ev_per_angstrom": [[-0.03, 0.12, 2.32], [-1.68, -1.39, -1.71], [-1.23, 1.94, 0.35], [0.06, -0.08, -0.43], [0.09, -0.36, -0.28], [1.09, 1.82, -0.10], [1.03, -1.48, -1.51], [-0.32, 1.08, 0.00], [1.18, 0.70, -0.14], [-0.06, -0.92, -0.16], [0.56, -0.54, 0.15], [0.38, 0.30, 0.15], [-0.31, -0.49, 0.17], [0.15, 0.13, 0.34], [0.10, 0.42, 0.29], [-0.07, -0.01, 0.31], [-0.41, 0.33, 0.18], [-0.44, -0.33, -0.08], [0.11, -0.11, 0.49], [-0.19, -0.27, 0.02], [-0.18, -0.23, -0.35], [-0.04, -0.33, 0.11], [0.32, -0.22, -0.39], [-0.22, -0.31, 0.08], [0.36, -0.24, 0.39], [2.01, -0.19, -2.34], [-1.67, 1.70, -1.59], [0.16, 0.78, 0.76], [-0.68, -0.72, 0.34], [1.06, 0.54, 0.88], [-0.26, -1.04, -0.16], [-0.42, 0.13, 0.22], [-0.02, -0.51, 0.10], [0.40, 0.35, -1.09], [-0.91, -0.79, -0.27], [-1.33, -0.83, 0.38], [0.71, 0.58, 0.86], [0.34, 0.12, -1.13], [-0.26, 0.88, 0.50], [-0.60, 0.80, 0.83], [0.10, -0.90, 0.21], [-0.34, 0.68, -1.05], [-0.02, -0.92, 0.04], [0.10, -1.00, -0.20], [0.09, 0.39, 0.67], [-0.54, -1.06, -0.05], [1.36, 0.11, 0.87], [0.72, 0.49, 0.15], [-0.39, 0.72, -0.62], [-0.10, 0.09, 0.45], [-0.07, -0.24, -0.05], [0.17, -0.36, 0.33], [0.03, 0.32, -0.14], [0.11, 0.05, -0.03], [0.06, -0.03, 0.12], [-0.03, 0.05, 0.01], [0.14, 0.05, 0.13], [0.09, -0.04, -0.03], [0.00, 0.09, 0.10], [-0.14, 0.01, 0.12], [0.14, -0.25, 0.05], [-0.11, 0.12, -0.06], [-0.04, -0.01, -0.14], [0.08, -0.12, -0.01], [0.00, 0.18, 0.19], [-0.07, -0.04, 0.01], [0.00, 0.03, 0.10], [0.12, 0.07, 0.10], [-0.09, -0.08, -0.04], [0.86, 0.98, 0.64], [0.39, 0.20, -0.37], [-1.67, -0.94, 0.27], [0.26, 0.04, -0.23]]
}



Number 1: electronic energy -2108.1730 Eh. Number 2: electronic energy -2939.1174 Eh. Number 3: electronic energy -3291.6404 Eh.